(1)
43
Properties=species:S:1:pos:R:3:forces:R:3 method="wB97M-V/def2-TZVPD" e_above_lowest_kj_mol=84.16 multiplicity=1 total_charge=+1 lumo_energy_ev=-2.55
C 1.00967 -0.69882 4.05763 -0.029 -1.754 -0.393
C 0.53544 -0.08028 2.78293 1.402 1.220 0.784
C 1.31961 0.05703 1.70660 -1.005 -0.213 0.167
N 0.77941 0.76003 0.59710 -0.841 -1.523 -1.064
C 1.07570 0.44850 -0.61710 0.160 1.527 0.029
H 1.86557 -1.35485 3.82341 0.030 0.783 0.432
H 1.19713 0.04205 4.84754 -0.047 -0.280 -0.311
H 0.27750 -1.46011 4.39351 0.025 0.692 0.147
H -0.35741 0.53420 2.91045 -0.041 -0.178 -0.585
H 2.22500 -0.49467 1.44215 -0.167 0.332 0.572
H -0.13553 1.20577 0.72196 0.542 0.403 0.069
H 0.49493 0.89542 -1.41061 -0.072 0.013 0.240
H 2.00128 -0.05442 -0.86080 -0.196 -0.379 0.274
H -2.70980 -0.00288 -2.39135 -0.253 0.685 0.175
H -3.01131 -0.41033 -3.83789 0.133 -0.123 0.085
O -2.32056 -0.42122 -3.16297 -0.172 -0.254 -0.678
H -2.80325 2.23868 -1.71523 0.027 0.233 -0.203
H -2.79758 1.38514 -0.43644 0.450 0.096 -0.155
O -2.28300 1.58213 -1.24834 -0.527 -0.410 0.431
H 1.16759 -3.69026 2.11171 0.162 0.227 -0.123
H 1.36269 -2.47275 1.17907 -0.072 -0.279 0.039
O 1.49692 -2.78097 2.08272 -0.083 -0.486 -0.134
H -2.86885 0.21836 2.02235 -0.147 0.157 -0.333
H -2.51591 -0.59643 0.82340 0.155 -0.021 -0.088
O -2.79065 0.29761 1.05616 0.121 -0.192 0.517
H 0.92308 3.42233 -0.50737 -0.455 0.595 -0.164
H -0.59321 3.91765 -0.11891 0.682 0.256 -0.425
O 0.08800 3.24161 -0.05531 -0.184 -0.644 0.504
H -0.18009 -2.05125 -2.03056 -0.816 0.238 -0.515
H -1.21028 -0.81928 -1.66111 0.068 -0.762 -0.917
O -0.43707 -1.34075 -1.44117 1.093 0.128 1.689
H -3.57440 -2.27828 1.78741 -0.143 -0.509 0.427
H -2.93349 -2.83767 3.12415 -0.266 -0.308 -0.142
O -2.96955 -2.10026 2.51495 0.316 0.741 -0.253
H 3.31166 2.50227 -2.35685 -0.233 0.027 0.138
H 1.89907 1.98827 -2.68447 0.013 0.165 -0.091
O 2.44903 2.32158 -1.95747 0.095 -0.050 -0.223
H -0.14386 1.22691 -4.82095 0.140 0.192 -0.277
H -0.48860 0.56319 -3.52116 0.062 0.064 -0.050
O 0.21328 1.08812 -3.94231 -0.133 -0.244 0.436
H 4.34492 -1.11707 -0.52277 0.087 -0.074 -0.053
H 3.60598 -1.50878 -1.81707 0.107 -0.022 0.308
O 3.48096 -1.36550 -0.86703 0.012 -0.070 -0.284

(2)
180
Properties=species:S:1:pos:R:3:forces:R:3 method="wB97M-V/def2-TZVPD" multiplicity=1 total_charge=0 lumo_energy_ev=-0.29
Li -21.25559 0.61184 11.74082 -1.012 0.176 -0.604
C -21.10047 -0.38153 15.62346 1.430 -0.763 -0.262
F -20.06919 -1.24683 15.85328 -0.481 1.208 -0.314
F -21.90882 -0.92747 14.77453 -0.983 -0.991 -1.985
F -21.79254 -0.28767 16.72540 0.247 1.154 1.228
S -20.59700 1.30186 14.84240 0.371 2.398 1.605
O -21.85845 2.06102 14.89106 2.105 -2.301 -0.991
O -19.52542 1.85967 15.69056 -1.614 -1.508 -1.995
N -20.07567 0.94520 13.16459 -3.086 0.498 3.897
S -18.55718 0.77102 13.06498 4.949 0.918 -0.091
O -17.82243 0.32514 14.22601 -0.837 0.412 -0.414
O -18.22100 0.04561 11.85291 -1.526 1.560 0.001
C -17.93085 2.67958 12.76326 -0.873 -1.079 -0.644
F -16.61979 2.71561 12.66670 0.342 -0.273 -0.051
F -18.47436 3.16272 11.63010 0.091 -0.775 -0.508
F -18.31790 3.54995 13.67213 -0.123 -0.203 1.162
C -26.52370 1.10164 16.85406 -2.990 -0.823 0.546
C -25.20604 0.59490 17.21603 0.848 -0.771 -0.431
O -24.17723 1.52053 17.14077 0.743 0.918 0.694
O -26.82121 1.08524 15.45237 0.527 0.780 -0.200
H -26.88329 1.98897 17.37506 0.884 0.801 -0.366
H -27.30258 0.42156 17.19891 0.341 -0.773 0.798
H -24.94321 -0.21499 16.53551 -0.277 -0.590 -0.134
H -25.25511 0.14686 18.20847 0.221 0.273 0.130
H -24.00637 1.77211 16.23021 0.131 0.026 -0.213
H -27.76030 1.28202 15.48383 -0.113 0.071 -0.856
C -20.27085 1.17911 7.65389 -0.285 -2.137 0.902
C -19.82712 1.52367 9.06155 0.368 0.963 -0.759
O -20.95715 1.54760 9.92842 0.070 0.025 0.521
O -19.11000 0.93781 6.88844 -0.314 0.453 -0.209
H -21.00995 1.88217 7.26977 0.481 0.790 -0.305
H -20.88217 0.28306 7.76099 0.071 -0.576 -0.219
H -19.33557 2.47960 8.88083 -0.077 0.601 0.971
H -19.07155 0.90400 9.54449 -0.253 -0.455 -0.457
H -21.64386 2.10814 9.55988 -0.090 0.106 0.018
H -19.34255 0.38437 6.13929 0.041 0.015 -0.079
C -15.87558 2.30076 7.87946 1.428 -1.481 2.717
C -15.14578 2.07333 9.31964 -0.087 0.902 -2.329
O -13.70831 2.20585 9.14160 -0.974 -0.528 0.357
O -15.71131 3.61728 7.40526 -0.114 -0.182 -0.265
H -16.91639 1.97704 7.88479 -0.159 0.132 0.231
H -15.31677 1.61992 7.23736 -0.048 -0.218 -0.189
H -15.35693 1.07005 9.68971 0.223 0.004 -0.089
H -15.50935 2.80061 10.04557 -0.043 0.157 0.041
H -13.51182 3.00816 8.65241 -0.310 0.213 -0.034
H -15.79838 3.41757 6.47031 0.110 1.017 -0.380
C -18.49964 -4.29161 16.07967 -1.098 0.408 0.423
C -17.17018 -3.85438 16.65243 0.104 0.353 0.590
O -16.64649 -2.61139 16.10385 -0.165 -1.992 -0.204
O -18.63670 -4.05153 14.72555 0.754 -0.079 -1.824
H -19.33206 -3.70183 16.46351 -0.046 -0.159 1.238
H -18.68080 -5.35516 16.23502 0.070 0.000 0.391
H -16.47158 -4.68539 16.55504 0.587 0.509 -0.805
H -17.28976 -3.84605 17.73582 -0.119 0.593 0.265
H -17.06437 -1.81166 16.43157 -0.244 0.095 0.528
H -18.09400 -3.26813 14.60992 0.197 0.451 -0.567
C -23.54212 -2.91736 17.63002 -0.147 -0.613 1.083
C -22.82474 -4.27726 17.91496 0.727 0.603 -0.061
O -22.26371 -4.36600 19.23761 -1.457 -0.059 -0.704
O -24.82204 -2.82067 18.32286 0.794 0.018 -0.553
H -23.60671 -2.67599 16.56905 -0.354 -0.475 -0.243
H -22.93509 -2.09872 18.01662 0.164 -0.158 0.335
H -22.00212 -4.41597 17.21342 0.241 0.491 -0.347
H -23.42063 -5.15744 17.67358 -0.642 0.183 0.529
H -21.32298 -4.18345 19.17996 0.334 0.036 0.100
H -25.53871 -2.86523 17.68570 0.075 -0.134 -0.074
C -17.85337 1.20141 19.30262 0.211 -0.723 0.186
C -16.62064 0.44120 18.87350 0.069 1.846 -0.272
O -16.62469 0.14113 17.50646 -0.289 -1.628 -0.326
O -17.85545 2.48823 18.67148 -0.107 -0.001 0.176
H -17.81980 1.23434 20.39161 -0.271 0.476 0.094
H -18.75889 0.67228 19.00573 -0.134 0.093 -0.102
H -16.43451 -0.39000 19.55361 0.033 -0.382 -0.609
H -15.83495 1.19020 18.97245 0.587 -0.151 0.712
H -16.95538 0.87942 16.98960 -0.071 0.288 -0.010
H -17.51364 3.13923 19.28871 -0.070 0.043 0.362
C -19.78061 -2.09125 19.46380 0.155 0.172 -0.983
C -20.68052 -1.47160 20.50036 -0.892 -0.027 0.682
O -20.19898 -1.43446 21.82735 1.390 -0.184 0.602
O -19.71844 -3.49906 19.46517 0.426 -0.532 0.883
H -18.73101 -1.79749 19.47618 -0.058 0.894 0.225
H -20.16376 -1.88612 18.46419 -0.155 0.634 0.057
H -21.57916 -2.07791 20.61403 -0.373 0.128 -1.119
H -20.90898 -0.43607 20.24818 -0.226 0.010 -0.584
H -20.92698 -1.62499 22.42343 0.107 -0.014 -0.048
H -19.08125 -3.64534 20.16814 -0.085 -0.972 0.156
C -15.97561 3.60074 15.83213 -1.631 -0.961 0.805
C -15.43678 4.81669 15.14068 -0.419 -0.076 -0.734
O -16.08895 6.00455 15.58700 0.352 0.003 0.151
O -15.61103 3.58484 17.19631 1.280 0.630 0.807
H -15.77212 2.61237 15.42004 0.881 0.182 -0.658
H -17.06449 3.60057 15.78273 -0.296 0.515 -0.145
H -15.71315 4.77444 14.08715 0.113 -0.320 -0.077
H -14.34752 4.84496 15.16913 0.076 0.277 0.318
H -15.62633 6.36246 16.34823 0.043 -0.128 0.123
H -16.28421 3.27589 17.80701 -0.297 -0.207 -0.746
C -24.16023 0.46834 12.88058 3.073 3.087 -1.422
O -23.19380 0.48987 12.12341 1.843 -0.447 -1.599
N -24.97658 -0.48503 13.00192 -3.442 -5.702 0.578
N -24.47502 1.50007 13.59212 -1.061 3.431 2.662
H -25.46529 -0.54202 13.88397 -0.433 -0.187 -0.363
H -24.85320 -1.33457 12.46979 0.177 0.140 0.291
H -25.28177 1.45643 14.19820 -0.268 0.115 -0.201
H -24.15358 2.44225 13.42157 0.527 -0.352 -0.290
C -15.48426 -1.97937 11.27681 4.342 0.943 -2.497
O -14.95822 -0.91869 11.03816 1.931 1.832 -0.277
N -14.98104 -3.16060 11.02723 2.962 -3.990 -0.747
N -16.67627 -2.04011 11.59142 -8.253 0.123 2.981
H -15.58191 -3.97163 10.99135 0.246 0.291 0.003
H -14.06859 -3.27001 10.60821 -0.230 0.255 0.230
H -17.07369 -1.11935 11.71122 -0.371 -0.526 0.319
H -17.08386 -2.82804 12.07426 0.007 0.228 -0.151
C -20.79745 4.41128 18.05232 -2.471 0.563 1.006
O -21.88911 4.98122 18.21504 0.962 -0.371 -0.607
N -20.66247 3.08861 18.00494 -1.977 -2.837 0.377
N -19.62736 4.99370 17.98532 2.447 1.795 -0.208
H -21.53576 2.62403 18.20893 0.079 -0.163 -0.133
H -19.83365 2.51824 18.09344 0.026 0.786 -0.225
H -18.84905 4.35051 18.01053 0.225 0.841 -0.415
H -19.55830 5.99292 17.85531 0.232 -0.389 0.132
C -15.26507 6.96414 9.98808 -1.114 0.100 -2.007
C -16.81489 6.96308 10.36470 1.220 -0.123 2.107
C -16.63506 7.03420 11.96527 -2.757 0.113 -0.242
C -17.98574 7.30647 12.66942 0.128 0.778 -0.480
C -18.53151 8.64088 12.16173 -0.866 0.371 -0.435
C -18.63690 8.73806 10.62351 -1.226 0.462 -0.598
N -17.47610 8.16455 9.88781 0.726 1.658 7.115
O -17.43166 8.52025 8.63745 -0.238 -0.503 -3.547
C -19.92940 7.98151 10.23348 -0.758 -0.406 -0.784
C -18.83348 10.27259 10.21983 0.940 -0.228 0.392
C -17.63434 5.71419 9.95509 1.403 -0.847 0.942
H -15.21303 7.16652 8.91830 0.126 0.078 -0.248
H -14.70275 6.03543 10.08495 -0.515 -0.252 0.518
H -14.69379 7.76866 10.45121 -0.426 -0.007 0.301
H -16.35385 6.06134 12.36846 0.872 0.088 -0.389
H -16.00335 7.87785 12.24326 0.466 -0.418 -0.183
H -17.92498 7.30839 13.75772 0.368 0.043 0.049
H -18.69005 6.50604 12.44276 -0.136 -0.053 -0.178
H -18.12962 9.57294 12.55905 1.161 -0.322 0.099
H -19.56331 8.80675 12.47153 -0.334 -0.427 0.214
H -20.17392 8.02238 9.17205 0.482 0.166 -0.486
H -19.93249 6.91183 10.44298 0.272 0.056 0.370
H -20.86474 8.36750 10.63876 0.233 0.362 0.557
H -19.39237 10.94731 10.86827 -0.474 -0.828 0.829
H -17.84233 10.71934 10.29803 0.218 -0.015 -0.540
H -19.29043 10.51110 9.25940 0.410 -0.656 -0.333
H -18.45770 5.39007 10.59158 -0.697 1.256 -0.095
H -17.04752 4.84685 10.25751 0.751 -0.311 -1.097
H -17.90363 5.72944 8.89898 0.095 -0.338 0.043
H -18.07054 7.88126 8.31319 -0.345 0.129 -1.915
C -21.46329 4.27105 12.85720 0.747 1.272 -0.243
C -22.45185 5.22665 13.53334 -0.287 1.692 -1.033
C -21.64236 6.52210 13.90818 0.561 -1.506 0.103
C -22.45208 7.73306 14.11426 -0.601 0.128 0.699
C -23.31018 8.08919 12.88102 1.826 -0.230 1.168
C -24.27944 6.93412 12.50925 0.811 1.123 1.250
N -23.60389 5.60577 12.65870 1.219 2.021 0.009
O -24.22075 4.55417 12.01376 -0.429 -0.585 0.020
C -25.44964 7.13635 13.42551 -1.282 -0.502 0.836
C -24.72094 7.16830 11.10399 -0.155 -0.827 -1.341
C -22.96930 4.67562 14.80405 -0.149 -0.833 1.415
H -21.82905 3.52062 12.15636 -0.216 -0.214 0.468
H -20.79489 3.89275 13.63065 -0.337 -0.468 -0.131
H -20.79377 4.93696 12.31276 0.031 -0.154 -0.630
H -21.07919 6.21759 14.79035 -0.155 0.168 0.480
H -20.81850 6.84892 13.27373 -0.187 -0.632 -0.995
H -21.73918 8.47435 14.47532 -0.194 0.708 -0.566
H -23.11940 7.64496 14.97160 -0.235 -0.272 0.098
H -22.66022 8.33967 12.04262 0.059 -0.019 -0.113
H -23.73744 9.00970 13.27880 -1.004 -0.015 -0.932
H -25.18857 7.07480 14.48200 0.100 -0.360 -0.001
H -25.91554 8.11774 13.33657 0.134 0.133 -0.427
H -26.22972 6.41077 13.19509 -0.090 -0.204 0.225
H -25.48692 6.45366 10.80293 0.008 -0.223 0.016
H -25.16423 8.13783 10.87682 0.324 0.217 0.459
H -23.84889 7.00404 10.47102 -0.013 0.175 -0.362
H -22.13709 4.31755 15.41011 -0.106 -0.002 0.122
H -23.60400 3.80812 14.62324 -0.152 0.133 0.109
H -23.50472 5.39572 15.42283 -0.133 0.092 -0.215
H -23.74490 4.51194 11.18107 -0.126 -0.303 -0.385

(3)
18
Properties=species:S:1:pos:R:3:forces:R:3 method="wB97M-V/def2-TZVPD" e_above_lowest_kj_mol=97.01 multiplicity=1 total_charge=0 lumo_energy_ev=0.45
N -0.12763 1.20233 1.71183 -0.668 1.913 -3.068
C 0.15353 -0.16899 1.91391 2.450 -0.605 0.613
C -0.37008 -1.31480 1.00854 1.161 -0.454 1.103
S 0.93351 -2.31373 0.25616 0.257 0.972 -1.638
S 1.45680 -1.08854 -1.43082 -0.698 -0.458 0.815
C -0.23845 -0.73598 -1.98588 -0.379 -0.111 0.764
H -1.12387 1.40351 1.82373 0.310 -0.090 0.071
H 0.07606 1.50098 0.71089 -0.269 -0.379 1.680
H 1.30149 -0.24720 2.01588 -1.623 -0.166 -0.492
H -0.15390 -0.27760 2.92978 -0.485 -0.959 0.815
H -0.64073 -2.16019 1.64147 -0.937 0.269 0.449
H -1.18677 -1.07835 0.33792 -0.038 0.088 0.031
H -0.96040 -1.45081 -1.61670 0.286 -1.141 -0.531
H -0.66671 0.11478 -1.48542 0.467 0.968 -0.213
H -0.28579 -0.63234 -3.05316 0.033 0.060 -0.407
H 1.05442 1.86055 -1.31306 -0.726 -0.400 -0.190
H 0.56828 3.14073 -1.83172 -0.873 -0.535 0.011
O 0.21023 2.24566 -1.63334 1.732 1.031 0.189